42
Properties=species:S:1:pos:R:3:mulliken_spin:R:1 method="wB97M-V/def2-TZVPD" largest_force_ev_per_a=4.062 spin_multiplicity=5 s_squared=6.074 total_energy_ha=-3317.82937 relative_energy_kcal_mol=32.8 charge=0
O 2.227 5.952 -0.264 -0.011
C -0.301 -1.437 -0.071 0.025
O 1.709 -2.326 1.653 0.001
H -0.483 0.212 1.738 0.043
C 0.285 -4.262 -1.014 0.001
H 3.387 -6.580 -1.031 0.000
H -0.730 -1.785 0.934 0.001
H -0.589 1.040 -2.406 0.025
O -1.118 -2.475 -2.341 -0.001
Fe 0.154 4.785 1.357 2.096
H 1.218 -7.440 -1.851 0.000
C -3.547 3.055 0.351 0.062
O 2.376 4.871 3.218 0.001
H -3.598 2.692 -0.677 0.004
H 3.539 -4.262 -0.135 0.000
C -0.622 1.200 -1.340 0.397
S 1.447 -2.166 0.219 0.002
C 1.308 5.533 0.312 -0.031
S -0.988 -2.938 -0.980 0.003
C 2.502 -5.944 -1.020 0.000
H 1.061 0.894 1.071 0.092
C -0.019 0.839 0.978 0.065
H -3.692 2.244 1.072 -0.006
C -0.511 6.442 1.771 0.012
O -0.777 7.561 1.943 0.004
C 2.604 -4.657 -0.516 0.000
H -0.653 2.480 2.364 -0.031
C 1.280 -6.410 -1.495 0.000
C 1.401 4.838 2.578 -0.046
H 0.679 -0.157 -0.973 0.051
C -0.285 0.126 -0.403 0.003
H -1.119 3.180 -1.887 0.014
O -2.310 3.737 0.565 -0.003
O 2.318 -1.425 -0.671 0.002
H -0.774 -5.961 -1.887 0.000
C -1.164 2.980 0.290 0.612
C -0.941 2.518 -1.049 -0.037
C 1.477 -3.847 -0.475 0.000
O -2.068 -3.557 -0.219 0.002
C 0.167 -5.568 -1.507 0.000
C -0.535 2.207 1.297 0.651
H -4.313 3.810 0.501 -0.003